This record from the OMol25 dataset describes an isolated molecule of C2H6N2. The level of theory is ωB97M-V with the def2-TZVPD basis set.

Results
Highest occupied orbital energy   -9.75 eV
HOMO-LUMO gap   10.7 eV
E_tot   -5150.78816 eV
Structure (SMILES)   [H]/N=C(/C)N
Total charge   0

The geometry in XYZ format:
```
10
Properties=species:S:1:pos:R:3:forces:R:3
C -0.445884 0.345111 0.073253 0.325 0.017 -0.221
C -0.116287 -1.106662 0.123868 0.619 -0.635 3.201
N 0.759609 1.125012 -0.112337 -1.233 -0.329 1.587
N -1.689746 0.688688 0.152572 2.250 -2.346 0.055
H 1.495880 0.613013 0.403616 -0.322 0.799 -0.578
H -0.939646 -1.644009 -0.162362 -2.054 -1.327 -1.093
H 0.054094 -1.559272 1.187803 -0.509 1.544 -1.150
H 0.749232 -1.503663 -0.309574 1.325 0.100 -1.485
H 0.676230 2.094978 0.230773 0.113 -0.699 -0.331
H -1.715434 1.615932 0.424503 -0.515 2.875 0.014
```
Positions in Å, forces in eV/Å.

natural (NBO) population analysis, charges in e, atoms 1 to 5:
1 C 0.4523
2 C -0.6951
3 N -0.8244
4 N -0.6875
5 H 0.3740

This record from the OMol25 dataset describes a structure of composition C8H10CoO5S. The level of theory is ωB97M-V with the def2-TZVPD basis set.

Results
Highest occupied orbital energy (spin up / spin down)   -22.43 / -23.85 eV
HOMO-LUMO gap (spin up / spin down)   9.1 / 7.2 eV
E_tot   -67117.62535 eV
Spin multiplicity   5
Total charge   +3

The geometry in XYZ format:
```
25
Properties=species:S:1:pos:R:3:forces:R:3
Co 0.078696 -0.156056 -0.828232 -0.030 -0.154 -1.604
O 0.073096 2.892144 -0.623432 0.029 -4.551 -0.732
C 0.075196 1.743444 -0.721832 -0.184 7.552 0.481
C 0.082396 -2.055456 -0.721532 0.274 -7.842 0.558
O 0.084696 -3.204156 -0.622832 -0.044 4.710 -0.475
C 1.983496 -0.152256 -0.850832 8.282 -0.211 0.035
O 3.136496 -0.149856 -0.841532 -4.880 0.018 -0.150
C -1.826004 -0.159456 -0.850632 -8.234 0.228 -0.084
O -2.979004 -0.161356 -0.841132 4.817 -0.020 -0.077
C 0.077296 0.534844 -3.044132 -0.122 -1.159 -0.988
H -0.843804 1.084444 -3.203532 -0.131 0.031 0.131
H 0.996396 1.087644 -3.204032 0.186 0.051 0.151
C 0.079796 -0.847356 -3.043932 0.129 1.218 -1.062
H 1.000896 -1.396956 -3.203732 0.131 -0.044 0.149
H -0.839304 -1.400356 -3.203232 -0.187 -0.063 0.170
C -0.420604 -0.821956 3.226068 -1.362 -2.197 1.457
S 0.001296 -0.227856 1.547068 -1.171 1.202 4.330
C -0.123304 1.535544 2.069768 1.159 0.871 0.465
O 1.348996 -0.962356 1.647568 0.999 0.626 -0.452
H -1.420904 -0.444556 3.526468 0.439 0.151 -0.432
H 0.355596 -0.534356 3.967968 -0.112 0.303 -0.838
H -0.483404 -1.930456 3.208768 0.067 0.562 -0.218
H -0.171504 1.655144 3.171868 0.078 -0.608 -0.522
H 0.790096 2.086244 1.766768 -0.559 -0.181 -0.094
H -1.056604 1.985344 1.672268 0.427 -0.496 -0.197
```
Positions in Å, forces in eV/Å.

natural (NBO) population analysis, charges in e, atoms 1 to 5:
1 Co 0.6954
2 O -0.2870
3 C 0.4747
4 C 0.4688
5 O -0.2588

Which of these has the highest E_tot?
C2H6N2

What is the E_tot in the first record?
-5150.78816 eV

Look up the E_tot of the first one.
-5150.78816 eV

total charge of number 1 (C2H6N2)?
0